12
Properties=species:S:1:pos:R:3:forces:R:3 method="wB97M-V/def2-TZVPD" total_charge=0 energy_ha=-393.8089 gap_ev=9.51 fmax_ev_per_a=4.79 e_above_lowest_ev=5.724 e_lumo_ha=0.03107 homo_energy_ev=-8.7 spin_multiplicity=1
C 1.03911 0.78862 -0.18820 0.6 -4.1 0.5
C -0.79200 -0.62551 -0.14494 -3.1 -0.5 -1.4
H 3.37074 0.61626 0.51080 0.2 0.4 0.3
H 3.26100 -1.04319 0.72647 0.7 0.8 -0.5
H 1.44979 1.78424 -0.44426 -0.5 -0.6 0.4
H -0.08114 -1.41695 -0.47262 -1.1 0.6 0.5
H -3.65423 0.02668 0.07729 2.5 2.2 1.2
N 3.06047 -0.24651 0.10551 0.5 -1.8 0.2
N 1.69951 -0.34487 -0.00044 -1.8 4.4 -0.3
N -2.09741 -0.78052 -0.10663 3.7 0.1 0.9
O -0.34708 0.64654 -0.11462 1.8 1.0 -0.1
O -2.71127 0.43565 0.31613 -3.5 -2.7 -1.7

78
Properties=species:S:1:pos:R:3:forces:R:3 method="wB97M-V/def2-TZVPD" total_charge=0 energy_ha=-2515.3306 gap_ev=10.30 fmax_ev_per_a=2.07 e_above_lowest_ev=0.267 e_lumo_ha=-0.00676 homo_energy_ev=-10.5 smiles="CCOP(=O)(OCC)OCC.O=C1OCCO1.O=C1OCCO1.O=C1OCCO1.O=C1OCCO1.CC#N.CC#N" spin_multiplicity=1
C 1.66146 2.98603 -1.78525 -0.3 0.3 0.0
C 2.19067 4.31207 -1.47667 0.1 -0.5 -0.5
N 2.61489 5.36038 -1.30573 0.0 0.5 0.2
H 0.67717 2.92176 -1.32069 0.1 -0.4 0.1
H 2.32013 2.20051 -1.43010 0.0 0.0 0.3
H 1.51674 2.86654 -2.85909 0.1 0.2 0.0
C 1.53858 -0.23173 -3.40713 0.2 -0.4 -0.5
C 1.21270 -0.21741 -1.99804 0.1 0.1 -0.4
N 0.97102 -0.21830 -0.88133 -0.2 -0.1 0.7
H 1.53770 -1.26717 -3.74986 -0.1 0.0 0.0
H 2.53083 0.17461 -3.59697 0.0 0.1 0.2
H 0.79787 0.29986 -3.99782 -0.1 0.1 0.1
C 2.08922 -2.79963 1.69486 1.1 -0.5 0.8
C 0.63411 -2.41796 1.80790 0.0 -0.3 -0.1
O 0.09541 -2.71876 3.11938 0.6 0.0 -0.4
P 0.60391 -1.94991 4.40827 -0.4 -0.5 0.5
O 1.70873 -1.01196 4.23245 0.5 0.4 -0.6
O -0.69150 -1.33342 5.02182 -0.5 0.1 0.7
C -1.10230 -0.03303 4.64881 -0.1 1.5 -1.4
C -0.73840 1.05071 5.65724 0.4 -1.4 0.8
O 0.84027 -3.08499 5.47274 -0.2 -0.2 0.3
C 1.76751 -4.14522 5.27441 0.8 -0.5 -0.7
C 1.13454 -5.36064 4.61139 -0.8 0.7 -0.3
H 2.54065 -2.80691 0.70351 -0.6 0.2 -0.3
H 2.77972 -2.23003 2.32419 -0.4 0.3 0.0
H 2.18760 -3.82068 2.08732 -0.1 0.0 -0.2
H 0.39464 -1.38388 1.57849 0.2 0.0 -0.2
H 0.09535 -3.08607 1.13591 -0.3 0.2 0.0
H -0.62986 0.26801 3.69751 0.2 -0.3 0.2
H -2.14662 -0.04699 4.34305 -0.2 -0.3 0.7
H 0.33070 1.23660 5.54697 -0.1 0.5 -0.1
H -1.37303 1.92704 5.60719 0.1 0.2 -0.3
H -0.81485 0.63898 6.67054 -0.3 0.1 -0.1
H 2.62756 -3.78824 4.69288 -0.1 0.1 0.0
H 2.18584 -4.45581 6.23132 -0.3 0.3 0.2
H 0.19494 -5.58205 5.12457 0.3 -0.4 0.3
H 0.79693 -5.15070 3.59334 0.3 0.1 0.0
H 1.83291 -6.19242 4.57853 -0.1 -0.1 0.2
C -2.02529 -0.32682 0.76526 0.4 0.3 -0.4
C -2.32038 -1.45733 -0.21970 -0.1 1.1 0.3
O -3.23559 -2.25952 0.51899 0.0 -0.2 0.2
C -3.05822 -2.02036 1.84599 0.1 -0.2 -0.4
O -3.53505 -2.66578 2.71629 -0.1 0.0 0.2
O -2.24140 -0.95728 2.01958 -0.1 0.1 0.3
H -2.66608 0.55457 0.68001 -0.3 -0.2 -0.1
H -1.00210 0.03575 0.67418 0.1 -0.2 0.2
H -1.40952 -2.01209 -0.43260 -0.1 -0.1 -0.3
H -2.80960 -1.05384 -1.10122 0.1 -0.4 -0.2
C 3.11689 1.45932 3.24960 0.0 0.0 0.0
C 2.44204 1.12072 1.92941 0.2 0.1 -0.4
O 3.32438 1.70306 0.95196 0.0 -0.1 0.0
C 4.10714 2.62991 1.55815 -0.2 -0.3 0.1
O 4.77559 3.41777 0.97786 0.3 0.1 -0.1
O 4.02018 2.51608 2.89677 -0.2 0.4 0.1
H 3.71669 0.66117 3.67348 -0.2 -0.3 -0.1
H 2.38779 1.78919 3.98420 0.2 0.2 0.1
H 1.48249 1.61814 1.77450 -0.1 -0.2 0.3
H 2.35415 0.05508 1.75501 0.0 0.0 -0.1
C -2.16340 4.11562 -3.91593 -1.4 0.4 0.4
C -3.55128 3.44622 -3.96288 0.1 0.7 -1.1
O -3.32543 2.16872 -3.40233 0.0 -0.3 0.0
C -1.99333 1.92901 -3.35163 -0.3 0.2 0.4
O -1.49280 0.92829 -2.96184 0.0 -0.4 -0.1
O -1.30053 3.00604 -3.74741 0.5 0.3 -0.4
H -2.07644 4.81053 -3.08062 0.3 -0.1 0.1
H -2.01181 4.65654 -4.84420 0.6 -0.1 0.0
H -3.84380 3.38661 -5.02138 0.0 -0.5 0.2
H -4.38134 3.96574 -3.49100 0.3 -0.1 0.5
C -1.36556 0.83221 -7.45501 0.2 -0.1 0.2
C -2.76273 0.42588 -6.99210 -0.5 0.3 -0.9
O -2.55173 -0.77261 -6.26486 0.1 0.1 0.1
C -1.24001 -0.87100 -5.94563 0.2 0.2 0.0
O -0.77115 -1.67149 -5.21052 0.0 -0.2 0.1
O -0.51362 0.08831 -6.57680 -0.2 0.0 0.2
H -1.16133 1.89365 -7.33819 0.0 0.0 0.0
H -1.12682 0.52679 -8.47230 -0.2 0.0 -0.1
H -3.41896 0.24247 -7.84548 0.1 -0.3 0.1
H -3.28573 1.17551 -6.39357 0.3 -0.1 0.4

14
Properties=species:S:1:pos:R:3:forces:R:3 method="wB97M-V/def2-TZVPD" total_charge=+1 energy_ha=-320.1669 gap_ev=10.47 fmax_ev_per_a=1.06 e_above_lowest_ev=4.291 e_lumo_ha=-0.11832 homo_energy_ev=-13.7 spin_multiplicity=1
C -1.63520 0.77192 -0.32945 -0.3 0.1 -0.8
C -0.27654 0.30089 -0.14408 -0.5 -0.5 0.1
N 1.99861 0.55744 0.40523 0.2 -0.5 0.4
N 0.93012 0.66394 -0.52258 0.3 0.3 -0.4
N -0.36782 -1.60143 0.17009 0.3 0.6 -0.3
O -0.94224 0.76835 0.92071 0.5 0.0 0.9
H -1.81208 1.75799 -0.74270 0.1 0.0 -0.1
H -2.44513 0.06109 -0.40844 0.0 -0.1 0.0
H 2.75373 1.17400 0.11260 -0.3 0.0 0.1
H 1.66610 0.85491 1.32235 0.1 0.2 -0.3
H 1.22475 0.49464 -1.47789 -0.2 0.0 0.1
H 0.45601 -2.02716 -0.25324 -0.1 -0.1 0.2
H -1.20306 -2.02566 -0.22858 0.1 0.0 0.1
H -0.34727 -1.75093 1.17599 0.0 -0.1 -0.1

8
Properties=species:S:1:pos:R:3:forces:R:3 method="wB97M-V/def2-TZVPD" total_charge=0 energy_ha=-300.1670 gap_ev=8.53 fmax_ev_per_a=9.14 e_above_lowest_ev=1.754 e_lumo_ha=-0.07832 homo_energy_ev=-10.7 smiles="O=C1N=CC=N1" spin_multiplicity=1
C -0.71872 0.71265 0.82242 -0.6 0.0 5.0
C 0.05155 -0.01677 -1.12981 -1.4 2.2 5.9
C 0.65261 -0.94016 0.04008 -3.5 7.6 3.7
H 0.38809 -0.01069 -2.13730 -0.3 0.1 -0.8
H 1.38014 -1.62334 0.04438 2.5 -2.9 -0.5
N -0.64156 0.96604 -0.49119 1.4 -2.4 -6.2
N 0.43957 -0.25337 1.21852 -1.2 -2.8 -4.3
O -1.55168 1.16563 1.63289 3.2 -1.8 -2.9

15
Properties=species:S:1:pos:R:3:forces:R:3 method="wB97M-V/def2-TZVPD" total_charge=+1 energy_ha=-287.3426 gap_ev="8.37 / 4.85" s2=0.758 fmax_ev_per_a=3.26 e_above_lowest_ev=4.305 e_lumo_ha="-0.20242 / -0.31488" homo_energy_ev="-13.9 / -13.4" spin_multiplicity=2
C 1.01881 -1.85756 0.41091 -0.3 -0.1 0.4
C -0.24390 -1.38455 0.29174 0.5 -0.8 0.0
N -0.95507 -1.46576 -0.94468 -0.7 1.1 -1.1
H 1.65759 -1.88559 -0.45742 -0.2 -0.8 -0.4
H 1.41390 -2.35115 1.31765 -0.1 1.3 -0.1
H -0.76708 -0.91171 1.14401 -0.1 -1.3 -0.1
H -0.66473 -0.88864 -1.73161 0.3 -0.4 0.2
H -1.46807 -2.30225 -1.32620 0.9 1.1 1.4
C 1.11137 1.81310 -0.50943 0.5 -0.3 0.2
C 0.26384 1.65146 0.57644 -2.5 -0.7 0.0
O -1.09612 1.44362 0.41515 3.2 0.0 0.6
H 1.98758 2.45752 -0.48053 0.0 -0.2 0.4
H 1.01081 1.20521 -1.39162 -0.6 0.3 -0.5
H 0.59758 1.56670 1.60668 0.1 1.1 0.1
H -1.10671 0.58909 -0.05060 -1.2 -0.2 -1.0

13
Properties=species:S:1:pos:R:3:forces:R:3 method="wB97M-V/def2-TZVPD" total_charge=0 energy_ha=-303.4765 gap_ev=10.22 fmax_ev_per_a=2.85 e_above_lowest_ev=4.342 e_lumo_ha=0.03758 homo_energy_ev=-9.2 spin_multiplicity=1
N 1.73044 -0.80028 1.46113 -1.2 -0.1 -0.8
C 0.99214 -0.31143 0.56104 -1.3 -0.4 -0.2
C 1.06189 0.42198 -0.69974 0.3 0.2 -0.2
C -0.15054 -0.29825 -1.17252 -0.2 0.2 -0.8
C -0.58570 -0.60361 0.26430 0.5 0.2 0.0
C -1.07186 0.83504 0.32368 -0.1 0.3 0.0
N -0.22241 1.14152 -0.88218 -0.2 0.4 -0.4
H 1.91678 0.74399 -1.27856 -0.1 0.1 0.2
H -0.30527 -0.79975 -2.11199 -0.1 0.1 -0.2
H -1.27726 -1.42894 0.53258 1.1 0.3 0.3
H 0.88067 -1.30056 1.73417 1.1 -1.2 2.3
H -2.10445 1.01315 0.01815 0.1 -0.2 0.0
H -0.86444 1.38714 1.24995 0.1 0.1 -0.3

10
Properties=species:S:1:pos:R:3:forces:R:3 method="wB97M-V/def2-TZVPD" total_charge=0 energy_ha=-301.4622 gap_ev=9.01 fmax_ev_per_a=0.35 e_above_lowest_ev=0.682 e_lumo_ha=0.02465 homo_energy_ev=-8.3 smiles=Oc1cnc[nH]1 spin_multiplicity=1
O -0.88794 1.53450 -0.98487 0.1 0.1 -0.1
C -0.21044 0.52013 -0.39583 0.2 -0.3 0.2
C 1.07636 0.06395 -0.44915 0.0 0.2 -0.1
N 1.22785 -1.00258 0.41366 -0.3 0.0 0.1
C 0.05680 -1.18993 0.95288 0.1 -0.1 0.1
N -0.86586 -0.28364 0.49777 0.0 0.0 -0.1
H -0.24132 2.15265 -1.34686 -0.1 -0.1 0.0
H 1.89346 0.41977 -1.06273 -0.1 0.0 0.1
H -0.19408 -1.94612 1.68483 0.0 0.1 -0.1
H -1.85483 -0.26873 0.69031 0.1 0.1 0.0